Density functional theory data (wB97M-V/def2-TZVPD) for a cluster of 10 separate species, C30H56O30 in total in a non-equilibrium geometry.

Last column: Mulliken charge in e.
Atoms and positions in Å:
C  -4.737  5.856  -3.799  -0.296
C  -3.878  6.120  -2.606  -0.257
O  -3.372  7.441  -2.911  -0.303
C  -3.289  7.586  -4.214  0.729
O  -2.670  8.447  -4.875  -0.586
O  -3.990  6.609  -4.807  -0.348
H  -5.733  6.294  -3.875  0.233
H  -4.893  4.833  -4.140  0.272
H  -3.214  5.256  -2.558  0.245
H  -4.397  6.096  -1.648  0.310
C  6.846  0.031  -2.996  -0.300
C  8.017  0.403  -2.223  -0.212
O  7.513  1.323  -1.329  -0.310
C  6.137  1.231  -1.278  0.666
O  5.362  1.932  -0.528  -0.585
O  5.753  0.320  -2.182  -0.287
H  6.709  -1.042  -3.127  0.248
H  6.700  0.611  -3.907  0.253
H  8.771  0.891  -2.841  0.271
H  8.436  -0.494  -1.766  0.255
C  -4.670  -3.325  1.637  -0.650
O  -4.941  -2.403  0.511  -0.297
C  -4.448  -2.671  -0.702  0.809
O  -3.555  -3.495  -1.011  -0.595
O  -4.991  -1.794  -1.608  -0.319
C  -4.419  -1.615  -2.904  -0.529
H  -5.328  -3.114  2.480  0.268
H  -3.724  -3.250  2.173  0.299
H  -4.765  -4.342  1.256  0.302
H  -4.927  -0.783  -3.392  0.221
H  -4.653  -2.469  -3.539  0.283
H  -3.360  -1.373  -2.819  0.210
C  -2.750  -9.710  -7.730  -0.673
O  -2.168  -9.406  -6.485  -0.303
C  -1.203  -8.581  -6.414  0.822
O  -0.699  -8.030  -7.408  -0.591
O  -1.024  -8.260  -5.108  -0.299
C  -0.027  -7.267  -4.832  -0.650
H  -2.035  -9.900  -8.530  0.303
H  -3.380  -8.901  -8.101  0.296
H  -3.350  -10.620  -7.713  0.255
H  -0.060  -6.310  -5.354  0.293
H  0.919  -7.801  -4.919  0.301
H  -0.165  -7.012  -3.781  0.244
C  3.083  -6.272  0.897  -0.649
O  4.278  -6.972  0.556  -0.289
C  5.056  -6.632  -0.592  0.773
O  4.948  -5.599  -1.269  -0.570
O  6.127  -7.421  -0.568  -0.278
C  7.117  -7.114  -1.530  -0.645
H  2.999  -5.366  0.297  0.313
H  2.890  -6.061  1.948  0.248
H  2.218  -6.858  0.585  0.263
H  7.603  -6.154  -1.357  0.301
H  6.763  -7.273  -2.549  0.299
H  7.875  -7.848  -1.256  0.235
C  -2.188  -0.958  8.221  -0.601
O  -0.696  -0.856  8.182  -0.346
C  0.022  -1.624  7.298  0.804
O  -0.504  -2.404  6.532  -0.558
O  1.335  -1.231  7.328  -0.288
C  2.320  -1.974  6.611  -0.636
H  -2.570  -1.238  7.239  0.308
H  -2.560  0.032  8.485  0.230
H  -2.442  -1.617  9.051  0.267
H  1.836  -2.164  5.653  0.305
H  2.534  -2.945  7.059  0.282
H  3.333  -1.574  6.569  0.236
C  -0.025  -0.793  -0.428  -0.466
O  -0.211  -0.307  0.921  -0.235
C  -1.261  0.561  1.127  0.689
O  -1.956  1.102  0.221  -0.586
O  -1.551  0.495  2.516  -0.206
C  -2.724  1.143  2.904  -0.628
H  -0.935  -1.109  -0.937  0.115
H  0.604  -1.683  -0.405  0.230
H  0.483  -0.050  -1.042  0.308
H  -3.608  0.871  2.327  0.285
H  -2.478  2.202  2.822  0.314
H  -2.876  0.891  3.953  0.179
C  8.306  3.690  6.736  -0.660
O  7.176  2.874  6.423  -0.304
C  6.015  3.395  6.104  0.760
O  5.721  4.635  6.142  -0.594
O  5.187  2.337  5.705  -0.270
C  4.000  2.697  4.910  -0.650
H  8.897  3.121  7.453  0.257
H  8.048  4.607  7.266  0.316
H  9.048  3.838  5.950  0.281
H  3.683  1.810  4.362  0.259
H  4.138  3.501  4.188  0.309
H  3.114  3.063  5.429  0.294
C  0.707  2.541  -4.916  -0.637
O  0.756  2.505  -6.307  -0.328
C  1.270  1.396  -6.876  0.848
O  1.656  0.448  -6.216  -0.600
O  1.273  1.588  -8.127  -0.316
C  1.870  0.611  -9.084  -0.640
H  -0.211  1.963  -4.807  0.277
H  0.515  3.576  -4.634  0.249
H  1.495  2.078  -4.322  0.297
H  1.613  -0.429  -8.886  0.306
H  2.951  0.593  -8.941  0.296
H  1.577  0.803  -10.116  0.250
C  -7.276  6.119  4.345  -0.682
O  -7.939  7.324  4.028  -0.294
C  -7.835  8.338  4.877  0.816
O  -7.204  8.362  5.946  -0.581
O  -8.574  9.340  4.403  -0.311
C  -8.535  10.630  4.912  -0.563
H  -7.858  5.213  4.174  0.258
H  -7.038  6.049  5.406  0.334
H  -6.344  6.111  3.781  0.262
H  -7.457  10.769  4.833  0.280
H  -8.781  10.601  5.974  0.273
H  -9.146  11.385  4.417  0.208

The value obtained for the energy above the lowest of the compared OMol25 structures with the same formula, charge and spin is 101.5 kcal/mol. The LUMO energy comes out at 0.164 eV. The SMILES is COC(=O)OC.COC(=O)OC.COC(=O)OC.COC(=O)OC.COC(=O)OC.COC(=O)OC.COC(=O)OC.COC(=O)OC.O=C1OCCO1.O=C1OCCO1. The calculation puts the energy at -3433.7296 Ha. As for the gap between HOMO and LUMO: 0.392 Ha. The net charge is 0.



Density functional theory data (wB97M-V/def2-TZVPD) for a structure of composition C15H39AlAsF6N3O11P2 in a non-equilibrium geometry.

Last column: Mulliken spin population.
Atoms and positions in Å:
Al  0.673  -0.976  -1.120  -0.004
As  1.622  3.351  0.330  0.000
F  -0.061  3.814  0.352  0.000
F  1.377  2.589  1.940  0.001
F  3.311  2.868  0.365  0.000
F  1.879  4.148  -1.277  0.000
F  2.016  4.860  1.223  0.000
F  1.200  1.775  -0.356  0.000
C  -3.071  -2.744  -0.979  0.001
O  -1.859  -2.482  -1.069  0.000
N  -3.810  -3.294  -1.899  0.001
C  -5.149  -3.745  -1.568  0.000
C  -3.338  -3.833  -3.157  0.000
H  -3.691  -2.671  -0.072  -0.001
H  -5.475  -3.167  -0.704  0.000
H  -5.270  -4.763  -1.197  0.000
H  -5.805  -3.695  -2.437  0.000
H  -3.038  -4.881  -3.121  0.000
H  -4.050  -3.838  -3.982  0.000
H  -2.437  -3.305  -3.471  0.000
C  -1.334  0.581  2.150  -0.113
O  -0.880  -0.033  1.192  0.262
N  -2.372  0.099  3.001  0.720
C  -3.039  1.002  3.975  -0.002
C  -3.032  -1.222  3.029  -0.016
H  -1.139  1.631  2.420  -0.015
H  -2.476  1.927  4.092  0.003
H  -2.991  0.557  4.969  0.043
H  -4.116  1.116  3.846  0.037
H  -2.535  -1.774  2.231  0.009
H  -2.805  -1.917  3.837  0.038
H  -4.096  -1.194  2.795  0.021
C  4.292  0.809  -1.787  0.000
O  3.469  0.083  -1.277  -0.001
N  5.356  0.357  -2.555  -0.002
C  6.223  1.326  -3.227  0.000
C  5.524  -1.063  -2.913  0.000
H  4.362  1.905  -1.706  0.000
H  7.259  0.990  -3.275  0.000
H  6.449  2.194  -2.609  0.000
H  5.939  1.762  -4.185  0.000
H  6.528  -1.351  -2.603  0.000
H  4.686  -1.683  -2.592  0.000
H  5.589  -1.256  -3.983  0.000
C  2.695  0.626  4.320  0.000
O  2.675  -0.748  3.891  0.002
P  3.090  -1.176  2.372  0.000
O  2.190  -0.657  1.318  0.004
O  4.683  -0.617  2.377  0.003
C  5.228  0.334  1.468  0.000
O  3.269  -2.793  2.338  0.001
C  3.918  -3.590  3.316  0.000
H  1.792  0.769  4.914  0.000
H  2.747  1.358  3.514  0.000
H  3.544  0.956  4.919  0.000
H  4.403  0.835  0.962  0.000
H  5.857  -0.202  0.757  0.000
H  5.758  1.088  2.050  0.000
H  4.431  -4.374  2.760  0.000
H  3.162  -4.014  3.978  0.000
H  4.641  -3.002  3.881  0.000
C  -3.160  2.992  0.371  0.003
O  -2.798  2.933  -0.986  0.000
P  -2.867  1.522  -1.745  0.000
O  -1.835  0.523  -1.437  0.004
O  -4.380  0.907  -1.501  0.000
C  -4.859  -0.272  -2.223  0.000
O  -2.944  1.979  -3.358  0.000
C  -3.982  2.898  -3.804  0.000
H  -2.262  3.411  0.825  0.001
H  -3.399  2.026  0.815  -0.002
H  -3.952  3.712  0.580  0.000
H  -5.181  -0.984  -1.464  0.000
H  -4.071  -0.849  -2.707  0.000
H  -5.575  0.025  -2.990  0.000
H  -4.639  3.400  -3.093  0.000
H  -4.542  2.456  -4.628  0.000
H  -3.525  3.673  -4.419  0.000

The LUMO energy (alpha / beta) comes out at -14.839 / -14.854 eV. The multiplicity is 2. The calculation puts the energy at -5345.9066 Ha. As for the gap between HOMO and LUMO (alpha / beta): 0.085 / 0.084 Ha. The net charge is +3.



Density functional theory data (wB97M-V/def2-TZVPD) for a structure of composition C30H39GeN4O5V in a non-equilibrium geometry.

Last column: Mulliken spin population.
Atoms and positions in Å:
V  -0.256  -0.013  0.561  1.833
O  2.919  -2.244  2.258  0.087
C  2.150  -1.383  1.896  -0.009
N  0.803  -1.519  1.618  0.156
C  0.084  -2.593  1.953  0.235
C  0.536  -3.888  2.331  0.000
C  -0.396  -4.825  2.669  0.081
C  -1.786  -4.528  2.678  0.176
C  -2.262  -3.282  2.357  -0.078
C  -1.339  -2.299  1.985  0.228
N  -1.596  -0.988  1.726  0.044
C  -2.536  -0.290  2.430  -0.013
O  -3.388  -0.719  3.178  0.062
C  -2.365  1.191  2.189  0.033
C  -3.178  2.133  2.787  0.004
C  -2.997  3.466  2.454  0.009
C  -2.029  3.804  1.519  -0.001
C  -1.244  2.802  0.976  0.034
N  -1.382  1.524  1.339  -0.051
C  2.547  0.063  1.844  0.000
C  3.832  0.427  2.198  0.002
C  4.124  1.775  2.338  0.003
C  3.109  2.692  2.135  0.003
C  1.859  2.234  1.747  0.008
N  1.569  0.945  1.579  0.005
H  1.591  -4.110  2.327  -0.002
H  -0.076  -5.821  2.939  0.004
H  -2.479  -5.309  2.958  0.006
H  -3.314  -3.047  2.397  -0.003
H  -3.939  1.797  3.478  0.000
H  -3.618  4.230  2.901  0.000
H  -1.883  4.825  1.199  0.000
H  -0.503  2.992  0.210  0.012
H  4.553  -0.353  2.391  0.000
H  5.114  2.099  2.628  0.000
H  3.268  3.753  2.261  0.000
H  1.053  2.934  1.588  0.000
C  1.706  2.559  -3.311  0.000
C  1.754  2.423  -1.788  0.011
C  1.538  3.808  -1.192  -0.002
C  3.089  1.826  -1.363  0.003
O  0.690  1.561  -1.299  0.008
Ge  0.183  0.130  -2.377  0.001
O  -1.337  0.020  -1.011  0.007
C  -2.715  0.172  -1.502  0.002
C  -2.788  -0.385  -2.918  -0.004
C  -3.077  1.650  -1.511  -0.002
C  -3.657  -0.629  -0.618  0.008
O  0.988  -1.040  -1.147  0.061
C  1.201  -2.400  -1.666  0.009
C  1.660  -2.339  -3.123  0.000
C  2.313  -3.059  -0.867  0.008
C  -0.097  -3.185  -1.563  0.023
H  2.425  3.317  -3.623  0.000
H  0.716  2.872  -3.647  0.001
H  1.967  1.638  -3.832  -0.001
H  2.267  4.512  -1.592  0.000
H  1.648  3.811  -0.108  0.000
H  0.545  4.176  -1.453  0.000
H  3.920  2.448  -1.697  0.000
H  3.216  0.832  -1.797  0.000
H  3.146  1.725  -0.278  -0.002
H  -2.242  0.221  -3.639  0.001
H  -3.832  -0.407  -3.228  0.000
H  -2.402  -1.404  -2.961  0.000
H  -2.280  2.238  -1.966  0.000
H  -3.271  2.027  -0.510  0.000
H  -3.984  1.802  -2.098  0.000
H  -3.285  -1.643  -0.472  -0.002
H  -4.634  -0.694  -1.096  0.001
H  -3.811  -0.162  0.351  -0.001
H  2.509  -1.661  -3.231  0.000
H  0.876  -2.028  -3.811  0.001
H  1.988  -3.332  -3.431  -0.001
H  3.207  -2.435  -0.876  -0.001
H  2.567  -4.022  -1.311  0.000
H  2.030  -3.242  0.158  -0.002
H  -0.882  -2.733  -2.171  0.001
H  -0.454  -3.238  -0.534  0.007
H  0.052  -4.207  -1.916  0.001

The value obtained for the energy above the lowest of the compared OMol25 structures with the same formula, charge and spin is 0.0 kcal/mol. The LUMO energy (alpha / beta) comes out at -3.103 / -5.332 eV. The multiplicity is 4. The calculation puts the energy at -4782.6961 Ha. As for the gap between HOMO and LUMO (alpha / beta): 0.282 / 0.211 Ha. The net charge is +1.



Density functional theory data (wB97M-V/def2-TZVPD) for a structure of composition C19H37AsIrNOSi2.

Last column: Mulliken spin population.
Atoms and positions in Å:
Ir  -0.871  0.243  -0.775  0.830
C  -3.065  -3.010  0.455  0.007
C  -3.036  -1.557  0.152  0.035
C  -2.725  -1.117  -1.183  -0.066
C  -2.915  0.237  -1.553  0.027
C  -3.011  1.203  -0.526  -0.002
C  -3.293  0.753  0.791  -0.010
C  -3.359  -0.596  1.108  -0.005
H  -4.075  -3.386  0.252  0.001
H  -2.852  -3.213  1.502  -0.001
H  -2.383  -3.572  -0.182  0.001
H  -2.542  -1.869  -1.940  0.006
H  -2.855  0.522  -2.599  0.006
H  -3.104  2.250  -0.776  -0.003
H  -3.500  1.488  1.560  -0.002
H  -3.658  -0.904  2.101  0.002
O  0.601  -1.007  -1.305  0.025
C  1.486  -0.658  -2.167  0.019
C  1.357  0.570  -2.997  0.032
C  0.475  0.055  -4.182  -0.011
C  0.913  -1.257  -4.865  0.002
C  0.734  -2.569  -4.065  0.002
C  1.846  -2.862  -3.045  -0.001
N  2.372  -1.545  -2.574  0.013
H  2.324  0.902  -3.375  0.001
H  0.890  1.412  -2.475  -0.009
H  0.451  0.852  -4.925  0.000
H  -0.555  -0.064  -3.820  0.006
H  1.941  -1.161  -5.230  0.000
H  0.307  -1.340  -5.768  0.000
H  0.688  -3.403  -4.765  0.000
H  -0.237  -2.549  -3.562  -0.001
H  2.687  -3.381  -3.496  0.000
H  1.499  -3.448  -2.198  0.000
H  3.061  -1.164  -3.210  -0.001
C  3.521  0.879  1.917  -0.003
Si  2.181  -0.378  2.128  0.014
C  2.407  -1.965  1.222  -0.002
C  1.448  -0.547  3.825  0.009
As  0.234  0.947  1.135  0.075
Si  -0.532  2.852  2.618  0.000
C  -1.349  4.071  1.492  0.003
C  1.055  3.481  3.330  -0.001
C  -1.588  1.923  3.839  -0.002
H  4.399  0.477  2.435  -0.001
H  3.296  1.844  2.370  0.000
H  3.805  1.026  0.874  0.000
H  3.072  -2.582  1.836  0.001
H  2.893  -1.830  0.257  0.000
H  1.473  -2.515  1.082  0.000
H  2.134  -1.179  4.400  0.005
H  0.480  -1.050  3.834  0.000
H  1.367  0.403  4.355  -0.002
H  -0.596  4.673  0.980  0.001
H  -1.946  4.747  2.113  0.000
H  -2.011  3.644  0.741  -0.001
H  1.727  3.893  2.575  0.000
H  1.590  2.759  3.945  0.001
H  0.774  4.314  3.986  0.000
H  -2.142  1.078  3.431  -0.001
H  -2.319  2.621  4.258  0.000
H  -0.969  1.561  4.661  0.000

The value obtained for the energy above the lowest of the compared OMol25 structures with the same formula, charge and spin is 0.0 kcal/mol. The LUMO energy (alpha / beta) comes out at -12.142 / -12.230 eV. The multiplicity is 2. The calculation puts the energy at -3794.2439 Ha. As for the gap between HOMO and LUMO (alpha / beta): 0.230 / 0.221 Ha. The net charge is +3.